[1]
{
  "formula": "Br2H12O7V",
  "method": "wB97M-V/def2-TZVPD",
  "orbital_gap_ev": [7.71, 7.69],
  "spin_multiplicity": 2,
  "elements": ["O", "V", "Br", "Br", "O", "H", "H", "O", "H", "H", "O", "H", "H", "O", "H", "H", "O", "H", "H", "O", "H", "H"],
  "positions_angstrom": [[-6.64552, -19.84292, -5.25537], [-6.25255, -21.33367, -5.43288], [-7.96523, -22.04436, -7.38076], [-7.60101, -22.61676, -3.45445], [-9.03236, -18.57748, -5.85948], [-9.69848, -17.92343, -5.61075], [-9.52226, -19.29309, -6.28459], [-4.51613, -21.14305, -4.21974], [-3.93901, -20.44212, -3.89861], [-4.06272, -21.97016, -4.01135], [-4.76348, -20.51443, -6.99802], [-4.27974, -19.68992, -6.84164], [-4.31708, -20.94918, -7.73329], [-5.14993, -23.29445, -5.98561], [-5.48673, -23.92496, -6.63800], [-4.20758, -23.48325, -5.90601], [-5.37752, -17.36865, -7.07795], [-5.86937, -17.80897, -7.77924], [-6.04488, -17.17109, -6.39356], [-7.00771, -16.85717, -4.75857], [-7.84460, -17.30211, -4.97222], [-6.87807, -17.01373, -3.81894]],
  "atomic_forces_ev_per_a": [[0.33, -1.10, 0.15], [-2.05, 0.64, -0.31], [1.04, 0.25, 0.93], [1.03, 0.73, -1.17], [-0.40, 0.47, 0.06], [-0.16, -0.26, -0.19], [0.23, -0.07, 0.07], [0.63, -0.73, 0.22], [-0.37, 0.26, -0.13], [-0.23, 0.05, 0.25], [0.31, -0.28, -0.01], [-0.48, 0.20, 0.06], [-0.26, -0.10, 0.03], [0.44, -0.01, -0.09], [-0.39, 0.23, 0.11], [-0.08, 0.01, -0.03], [-0.03, -0.14, -0.03], [-0.06, 0.04, 0.07], [0.31, -0.13, 0.06], [-0.40, 0.24, 0.00], [0.49, -0.23, -0.01], [0.08, -0.06, -0.06]],
  "lowdin_charge": [-0.34, 0.38, -0.09, -0.14, -0.07, 0.05, 0.04, -0.09, 0.11, 0.09, -0.09, 0.07, 0.08, -0.13, 0.08, 0.08, -0.07, 0.04, 0.00, -0.06, 0.01, 0.05]
}

***

[2]
{
  "formula": "C4H8ClN",
  "method": "wB97M-V/def2-TZVPD",
  "orbital_gap_ev": [6.55, 5.56],
  "spin_multiplicity": 1,
  "elements": ["C", "C", "C", "C", "N", "Cl", "H", "H", "H", "H", "H", "H", "H", "H"],
  "positions_angstrom": [[-0.95062, -0.48326, 0.60934], [-0.95013, 0.89672, 0.01169], [0.36002, -1.36230, 0.68790], [0.24835, 1.60245, -0.60864], [-1.47324, -0.18060, -0.65217], [-4.34810, 0.02651, -0.06475], [-1.62272, -0.64751, 1.49325], [-1.61939, 1.54209, 0.44472], [0.88699, -1.22146, 1.65689], [0.95643, -1.03251, -0.25257], [-0.04092, -2.38646, 0.64266], [0.75092, 0.86688, -1.13330], [0.86237, 2.00660, 0.19338], [-0.18290, 2.20579, -1.42834]],
  "atomic_forces_ev_per_a": [[1.16, -0.18, 2.40], [1.85, 0.15, 0.66], [-1.22, 0.81, -1.67], [-2.14, 0.06, -0.23], [-1.96, -1.55, -1.49], [1.73, -0.11, -0.17], [0.31, 0.42, -1.09], [-1.77, 1.41, 1.24], [-0.34, 0.19, -0.83], [-0.57, -1.17, 1.93], [0.80, 0.10, -0.27], [1.61, -1.40, -0.90], [-0.10, 0.59, -0.41], [0.65, 0.69, 0.83]],
  "lowdin_charge": [-0.33, -0.38, -0.02, -0.01, 0.22, -0.23, 0.16, 0.11, 0.09, 0.10, 0.08, 0.03, 0.10, 0.10]
}

***

[3]
{
  "formula": "C3H5OS",
  "method": "wB97M-V/def2-TZVPD",
  "orbital_gap_ev": 6.74,
  "spin_multiplicity": 1,
  "total_charge": -1,
  "smiles": "O=CCC[S-]",
  "elements": ["O", "C", "C", "C", "S", "H", "H", "H", "H", "H"],
  "positions_angstrom": [[-0.28526, -1.72463, 2.03248], [-0.30194, -1.09581, 0.99292], [0.84789, -0.45606, 0.35533], [0.43195, 0.98895, 0.01424], [-0.43581, 1.05694, -1.61853], [-1.26319, -0.91810, 0.47100], [1.72284, -0.63358, 0.99415], [1.03125, -0.91944, -0.61841], [-0.22990, 1.42093, 0.75525], [1.34221, 1.56852, -0.15184]],
  "atomic_forces_ev_per_a": [[0.09, -0.09, 0.04], [-0.87, -0.44, 0.25], [0.37, -0.03, -0.21], [0.39, -0.06, -1.42], [-0.09, -0.08, 0.26], [0.06, 0.00, 0.00], [-0.02, 0.45, 0.02], [-0.01, -0.11, 0.03], [0.22, 0.18, 0.43], [-0.12, 0.18, 0.60]],
  "lowdin_charge": [-0.01, -0.33, -0.30, -0.75, 0.05, 0.11, 0.10, 0.08, 0.03, 0.02]
}

***

[4]
{
  "formula": "C5H5F3N2O",
  "method": "wB97M-V/def2-TZVPD",
  "orbital_gap_ev": 10.57,
  "spin_multiplicity": 1,
  "smiles": "Oc1ncccn1.FC(F)F",
  "elements": ["O", "C", "N", "C", "C", "C", "N", "H", "H", "H", "H", "F", "C", "F", "F", "H"],
  "positions_angstrom": [[-0.41640, 2.16540, 0.59395], [0.34590, 1.10710, 0.21453], [0.87423, 1.02595, -0.96323], [1.59900, -0.00593, -1.14723], [1.92875, -0.97563, -0.21870], [1.13325, -0.89397, 0.95586], [0.41456, 0.18734, 1.16612], [-0.30554, 2.94679, 0.02284], [2.13949, -0.08951, -2.16111], [2.45007, -1.93655, -0.41777], [1.18824, -1.62666, 1.66760], [-3.47491, -0.82559, 0.33772], [-2.29115, -0.33735, 0.13530], [-2.38505, 0.75002, -0.61211], [-1.62016, -1.27510, -0.59938], [-1.58025, -0.21631, 1.02559]],
  "atomic_forces_ev_per_a": [[0.61, 0.19, -0.23], [-0.94, 0.66, 1.87], [-1.31, 2.49, -0.50], [4.28, -2.72, -3.07], [-1.80, -1.45, 1.22], [1.72, 2.12, -3.20], [-0.55, -0.06, 0.96], [0.05, -0.73, -0.11], [-1.08, 0.20, 1.39], [-0.09, 1.21, -0.13], [-0.17, -1.69, 1.91], [-1.48, -0.20, 0.73], [2.91, -0.74, 0.55], [-0.27, 0.46, -0.20], [0.06, -0.10, -0.49], [-1.93, 0.36, -0.70]],
  "lowdin_charge": [0.08, -0.49, 0.15, -0.18, -0.03, -0.10, 0.11, 0.13, 0.14, 0.11, 0.09, 0.16, -0.53, 0.12, 0.07, 0.15]
}

***

[5]
{
  "formula": "C2H13O4S",
  "method": "wB97M-V/def2-TZVPD",
  "orbital_gap_ev": [10.40, 6.96],
  "spin_multiplicity": 2,
  "elements": ["C", "C", "S", "H", "H", "H", "H", "H", "H", "H", "O", "H", "H", "O", "H", "H", "O", "H", "H", "O"],
  "positions_angstrom": [[-0.63060, -1.61262, -0.35810], [-2.02215, -0.91088, -0.44543], [-2.02047, 0.74922, 0.27275], [0.14339, -0.97614, 0.06562], [-0.36727, -1.87073, -1.38595], [-0.69131, -2.50745, 0.24080], [-2.85221, -1.35602, 0.10676], [-2.26387, -0.84445, -1.48733], [0.72814, 0.20981, 3.01139], [0.06533, -0.61041, 1.97137], [0.66751, -0.71509, 2.70867], [2.06599, 0.35299, -0.73593], [3.07999, -0.36426, 0.14334], [2.63929, -0.43310, -0.70807], [0.27760, 0.50983, -1.85500], [1.31593, 1.02846, -2.77803], [0.75830, 1.30726, -2.02921], [-0.38333, 2.47831, 1.83600], [-0.44475, 2.56505, 0.33295], [-0.06552, 3.00021, 1.09339]],
  "atomic_forces_ev_per_a": [[-1.04, 0.21, -0.18], [1.15, 0.67, 0.55], [-0.26, -0.35, -0.13], [0.01, 0.01, -0.18], [0.34, -0.19, 0.24], [0.11, -0.37, 0.11], [0.13, -0.48, -0.12], [-0.68, 0.12, -0.45], [0.20, -0.60, 0.10], [-0.30, -0.22, -0.30], [0.09, 0.90, 0.28], [0.29, -0.14, -0.13], [0.08, -0.13, 0.07], [-0.29, 0.34, 0.10], [-0.68, -0.73, 0.27], [-0.11, 0.42, 0.32], [0.69, 0.26, -0.59], [-0.04, 0.06, 0.01], [0.00, -0.04, -0.43], [0.30, 0.27, 0.46]],
  "lowdin_charge": [-0.16, -0.62, 0.73, 0.02, 0.08, 0.07, 0.06, 0.04, 0.04, -0.04, -0.06, 0.00, 0.04, -0.07, -0.01, 0.07, -0.04, 0.00, -0.08, -0.09]
}

***

[6]
{
  "formula": "C27H65BrN2O12",
  "method": "wB97M-V/def2-TZVPD",
  "orbital_gap_ev": 9.40,
  "spin_multiplicity": 1,
  "smiles": "CCNCO[C@@H](CN)CC(=O)Br.COCCOC.COCCOC.COCCOC.COCCOC.COCCOC",
  "elements": ["C", "C", "N", "C", "O", "C", "C", "N", "C", "C", "O", "Br", "H", "H", "H", "H", "H", "H", "H", "H", "H", "H", "H", "H", "H", "H", "H", "C", "O", "C", "C", "O", "C", "H", "H", "H", "H", "H", "H", "H", "H", "H", "H", "C", "O", "C", "C", "O", "C", "H", "H", "H", "H", "H", "H", "H", "H", "H", "H", "C", "O", "C", "C", "O", "C", "H", "H", "H", "H", "H", "H", "H", "H", "H", "H", "C", "O", "C", "C", "O", "C", "H", "H", "H", "H", "H", "H", "H", "H", "H", "H", "C", "O", "C", "C", "O", "C", "H", "H", "H", "H", "H", "H", "H", "H", "H", "H"],
  "positions_angstrom": [[1.46501, -5.58622, 2.94805], [2.79502, -5.35829, 2.18037], [3.33412, -4.00644, 2.41605], [4.73230, -3.92326, 1.92886], [4.70462, -4.34064, 0.59437], [6.01366, -4.40818, 0.00853], [6.75107, -5.66548, 0.57591], [5.83097, -6.80196, 0.61276], [5.83072, -4.40979, -1.54695], [6.81702, -5.30883, -2.29914], [7.87472, -4.92320, -2.51985], [6.32879, -7.13533, -2.86460], [1.60060, -5.66044, 4.03556], [1.06532, -6.54170, 2.56605], [0.76695, -4.79764, 2.63335], [2.55253, -5.52085, 1.11922], [3.54664, -6.14036, 2.42869], [3.44715, -3.95932, 3.43163], [5.33617, -4.57327, 2.59887], [5.05518, -2.87337, 2.07178], [6.54508, -3.48193, 0.30518], [7.01464, -5.44239, 1.62345], [7.70940, -5.88015, 0.06947], [5.91621, -7.34662, 1.45940], [5.87484, -7.37448, -0.22102], [5.81519, -3.39570, -1.96924], [4.81827, -4.81323, -1.74444], [0.25547, -0.81950, -0.71464], [1.60344, -0.43766, -0.49365], [2.42120, -1.52279, -0.06795], [3.23372, -2.09467, -1.21277], [2.39773, -2.69802, -2.19611], [2.17898, -1.85614, -3.31641], [-0.22897, -0.03342, -1.29309], [0.18030, -1.75775, -1.26938], [-0.26258, -0.92145, 0.24484], [1.81706, -2.29999, 0.40863], [3.10931, -1.12609, 0.68556], [3.88263, -2.87880, -0.82495], [3.86906, -1.32370, -1.66523], [3.06065, -1.86563, -3.96536], [1.95665, -0.82889, -3.01900], [1.32707, -2.24789, -3.87326], [6.09019, 0.70573, -3.60979], [4.98468, 0.49374, -4.47292], [4.37565, 1.70772, -4.89260], [4.82150, 2.10660, -6.28660], [6.20725, 2.42295, -6.32353], [7.00183, 1.35896, -6.82277], [6.66323, -0.22045, -3.56219], [6.74401, 1.50255, -3.97008], [5.73476, 0.95454, -2.60371], [4.57459, 2.50868, -4.17372], [3.29493, 1.53323, -4.90803], [4.28009, 3.01032, -6.58234], [4.58558, 1.31978, -7.00986], [6.92094, 1.31160, -7.91357], [6.71352, 0.39707, -6.39355], [8.03916, 1.56107, -6.55670], [-3.06924, 0.61371, -2.10789], [-2.97496, 1.00845, -0.74935], [-3.26950, 2.38489, -0.54953], [-4.68560, 2.58739, -0.04753], [-5.64472, 2.19945, -1.02549], [-6.18436, 0.91011, -0.78394], [-3.11059, -0.47493, -2.14192], [-3.96438, 1.01264, -2.58965], [-2.18086, 0.95248, -2.65250], [-3.09344, 2.95577, -1.46697], [-2.57387, 2.75174, 0.21194], [-4.84057, 3.65363, 0.14586], [-4.84989, 2.04817, 0.89081], [-6.92997, 0.95997, 0.01712], [-5.41083, 0.18674, -0.51725], [-6.67408, 0.57424, -1.69784], [-1.23529, 1.73867, 4.37531], [-2.05912, 2.12453, 5.46504], [-2.89705, 3.23055, 5.15979], [-4.30850, 2.78862, 4.82306], [-4.34481, 2.02549, 3.62297], [-4.40729, 0.62765, 3.86233], [-0.84635, 0.74243, 4.58322], [-1.78865, 1.70766, 3.43426], [-0.39459, 2.43384, 4.27948], [-2.46994, 3.82676, 4.34695], [-2.93235, 3.86073, 6.05407], [-4.92368, 3.67847, 4.65483], [-4.74885, 2.22597, 5.65189], [-5.42538, 0.34225, 4.14688], [-3.70937, 0.31530, 4.64156], [-4.14540, 0.11614, 2.93563], [-9.39988, 5.84309, 0.36586], [-9.02609, 4.57559, 0.88008], [-7.61637, 4.39579, 0.93578], [-7.07774, 4.62723, 2.33552], [-7.23598, 5.98175, 2.74386], [-8.35721, 6.17301, 3.59067], [-10.44741, 6.01206, 0.61446], [-8.80426, 6.65125, 0.79590], [-9.28906, 5.85047, -0.72375], [-7.11479, 5.04270, 0.20887], [-7.41535, 3.35837, 0.65324], [-6.00339, 4.41781, 2.33651], [-7.55424, 3.95007, 3.05165], [-8.12366, 5.83025, 4.60431], [-9.24139, 5.64806, 3.22295], [-8.57550, 7.24038, 3.62331]],
  "atomic_forces_ev_per_a": [[0.69, -0.26, -0.93], [-0.57, -0.55, 0.11], [0.59, -0.47, 0.00], [-1.27, -0.05, 0.95], [1.00, 0.40, -0.29], [0.23, -0.15, 0.02], [-0.33, 0.04, 0.51], [0.23, 0.19, -0.15], [-1.98, -1.38, 0.16], [-2.44, 0.64, 1.29], [3.54, 0.65, -1.10], [-0.30, 0.17, 0.11], [-0.19, 0.24, -0.28], [0.01, 0.30, 0.40], [0.11, -0.16, 0.50], [0.35, 0.39, 0.27], [-0.32, 0.25, 0.01], [-0.32, 0.36, -0.18], [0.22, 0.05, -0.65], [0.12, -0.32, -0.36], [0.10, -0.45, -0.21], [0.01, 0.02, -0.44], [-0.37, 0.27, -0.03], [0.11, -0.09, -0.28], [0.02, -0.08, 0.29], [0.52, -0.38, 0.07], [0.34, 0.19, 0.25], [0.01, 0.10, 0.10], [-0.06, -0.19, -0.15], [0.17, 0.35, -0.06], [-0.15, -0.28, 0.02], [0.01, 0.26, -0.01], [0.02, -0.15, -0.10], [0.03, 0.05, 0.09], [0.05, -0.02, 0.02], [-0.10, -0.05, -0.06], [0.06, -0.04, -0.04], [-0.01, -0.07, 0.03], [-0.13, 0.10, 0.12], [-0.11, 0.09, -0.02], [-0.02, 0.15, -0.05], [0.04, 0.00, 0.03], [0.04, -0.08, 0.04], [-0.09, -0.10, 0.07], [0.20, 0.17, -0.01], [-0.21, -0.34, -0.14], [0.15, 0.36, 0.15], [-0.05, -0.26, 0.04], [0.05, 0.12, -0.04], [-0.07, -0.02, -0.01], [-0.02, 0.01, -0.02], [0.08, 0.05, 0.02], [0.06, 0.02, -0.06], [0.00, 0.04, 0.00], [-0.04, -0.03, -0.01], [0.00, -0.05, 0.06], [0.02, -0.10, -0.01], [-0.04, 0.01, 0.00], [-0.04, 0.07, -0.02], [0.13, -0.01, 0.06], [-0.19, 0.04, -0.14], [0.13, -0.18, 0.37], [-0.10, 0.18, -0.31], [0.12, -0.19, 0.08], [-0.09, 0.09, -0.05], [0.06, 0.02, 0.06], [0.00, 0.03, 0.02], [-0.06, -0.01, -0.12], [-0.09, -0.02, -0.01], [-0.02, 0.04, -0.01], [0.05, 0.00, 0.04], [0.08, 0.00, 0.00], [0.01, -0.10, 0.04], [0.02, 0.03, 0.03], [-0.02, 0.08, 0.01], [0.07, 0.02, 0.10], [-0.08, -0.01, -0.26], [-0.01, -0.15, 0.39], [0.03, 0.23, -0.37], [0.08, -0.11, 0.16], [-0.08, 0.00, -0.14], [0.00, 0.04, 0.07], [-0.02, 0.02, 0.01], [0.01, -0.02, -0.09], [-0.06, -0.04, -0.05], [-0.02, 0.03, -0.03], [0.00, 0.01, 0.05], [0.07, -0.02, 0.01], [0.02, -0.07, 0.06], [0.00, 0.04, 0.01], [-0.03, 0.07, -0.02], [-0.06, -0.10, -0.07], [0.11, 0.24, 0.06], [-0.23, -0.36, 0.19], [0.27, 0.32, -0.18], [-0.22, -0.13, 0.01], [0.11, 0.08, 0.02], [0.01, -0.08, -0.02], [0.03, -0.02, 0.01], [0.01, 0.10, 0.00], [0.02, 0.03, 0.06], [0.05, 0.04, -0.05], [-0.01, -0.08, 0.01], [-0.05, -0.01, -0.05], [-0.09, -0.03, 0.03], [0.02, -0.03, -0.01], [0.08, -0.01, 0.00]],
  "lowdin_charge": [-0.10, -0.30, -0.05, -0.26, -0.15, -0.29, -0.21, 0.03, -0.10, -0.81, 0.08, 0.70, 0.07, 0.07, 0.07, 0.11, 0.10, 0.11, 0.12, 0.13, 0.15, 0.11, 0.11, 0.07, 0.00, 0.12, 0.12, -0.11, -0.19, -0.19, -0.19, -0.18, -0.11, 0.08, 0.09, 0.09, 0.12, 0.12, 0.08, 0.13, 0.08, 0.08, 0.09, -0.11, -0.21, -0.20, -0.20, -0.19, -0.11, 0.09, 0.08, 0.09, 0.13, 0.12, 0.12, 0.13, 0.09, 0.08, 0.09, -0.12, -0.20, -0.19, -0.20, -0.20, -0.11, 0.09, 0.08, 0.08, 0.13, 0.13, 0.12, 0.12, 0.08, 0.08, 0.09, -0.11, -0.19, -0.20, -0.20, -0.21, -0.10, 0.09, 0.08, 0.09, 0.13, 0.13, 0.12, 0.13, 0.09, 0.09, 0.09, -0.11, -0.19, -0.20, -0.20, -0.19, -0.11, 0.09, 0.08, 0.09, 0.13, 0.11, 0.11, 0.13, 0.09, 0.08, 0.09]
}